No. 1
16
Properties=species:S:1:pos:R:3:forces:R:3 method="wB97M-V/def2-TZVPD" gap_ev=8.96 homo_energy_ev=-8.2 smiles="C=C(C)N.OSO" relative_energy_kcal_mol=57.93
C 1.35253 -1.95522 0.38392 0.0 -0.1 0.1
C 1.42587 0.08917 -1.02498 0.0 -0.1 -0.1
C 0.71839 -1.06483 -0.37257 0.2 0.3 0.1
N -0.66202 -1.04670 -0.53809 0.0 -0.3 -0.1
O -0.49923 1.77986 1.26425 0.1 0.2 -0.2
O -2.99232 2.42351 1.02756 0.0 -0.1 0.2
S -1.87153 1.33498 0.48832 -0.4 0.2 0.2
H 0.84072 -2.78069 0.84730 -0.2 -0.2 0.1
H 2.40719 -1.87219 0.56860 0.2 0.1 0.0
H -0.40723 1.31338 2.10268 -0.2 -0.1 0.1
H 1.82075 -0.19922 -1.99960 0.0 0.0 -0.1
H 2.25297 0.42592 -0.40633 0.1 0.0 0.0
H 0.73573 0.91861 -1.16232 0.0 0.1 0.0
H -3.00482 3.22802 0.49734 0.2 0.0 -0.1
H -0.98528 -0.70319 -1.42970 0.0 0.0 0.0
H -1.13171 -1.89140 -0.24638 -0.1 0.0 -0.1



No. 2
12
Properties=species:S:1:pos:R:3:forces:R:3 method="wB97M-V/def2-TZVPD" total_charge=+1 gap_ev=12.32 homo_energy_ev=-16.5 relative_energy_kcal_mol=41.21
C -1.00884 -0.46128 0.10464 0.9 -3.3 -1.8
C 0.03922 1.12185 0.16371 1.1 1.2 0.1
N -0.29355 0.43526 -0.86262 -0.9 -0.3 -1.6
O -0.59597 0.46126 1.08447 -0.4 1.7 2.1
O -2.28847 -0.74397 -0.07750 0.3 0.1 0.3
O 1.99916 -0.27246 0.40265 -0.2 -0.6 -0.7
H -0.38817 -1.39605 0.22618 -1.0 0.9 0.0
H 0.66451 2.01224 0.25478 -0.2 -0.4 0.3
H 2.71176 -0.51308 0.97275 1.0 0.3 1.2
H -0.01730 0.40402 -1.84466 -0.1 0.1 0.5
H -2.79105 0.04301 -0.31525 -0.3 0.2 0.0
H 1.96871 -1.09081 -0.10915 -0.2 0.1 -0.4



No. 3
48
Properties=species:S:1:pos:R:3:forces:R:3 method="wB97M-V/def2-TZVPD" gap_ev=7.94 homo_energy_ev=-9.2 smiles="CCC[C@H](CC(=O)F)OC(=O)N=C=O.CNC(C)=O.CNC(C)=O"
C -0.33076 -1.88277 -1.99095 0.1 0.4 -0.2
C -0.67403 -2.49795 -3.47904 0.6 -0.1 -0.1
C -1.80366 -3.69095 -3.47852 0.1 0.5 -1.3
C -3.23112 -3.29264 -2.77850 0.6 -0.6 0.7
C -4.23144 -4.55686 -2.47034 -0.9 -0.5 0.0
C -3.49514 -5.89838 -1.88318 2.9 -1.6 5.8
O -2.95446 -6.03487 -0.66715 -3.9 1.1 -8.9
F -3.42586 -7.10526 -2.77813 -0.4 3.7 2.2
O -3.97597 -2.41087 -3.73839 -2.8 1.4 3.1
C -4.95063 -1.59382 -2.95533 1.3 4.6 2.9
O -4.61139 -0.53781 -2.20897 -1.5 -6.7 -4.7
N -6.44555 -1.95777 -3.02450 -0.7 4.2 4.0
C -7.15857 -1.19774 -2.10216 -1.5 -1.8 5.4
O -7.86435 -0.85358 -0.98924 5.9 -2.6 -10.2
H 0.70563 -2.28650 -1.56740 -2.4 1.1 -1.1
H -0.31779 -0.69907 -2.10362 0.3 -2.7 0.4
H -1.13010 -2.12052 -1.16742 1.4 0.3 -1.7
H 0.34276 -2.96627 -3.89364 -2.3 0.9 0.8
H -0.94083 -1.63488 -4.25948 0.3 -1.9 1.9
H -2.04731 -3.91765 -4.62406 0.4 0.3 2.5
H -1.28989 -4.65320 -3.05407 -1.4 1.8 -0.4
H -3.14578 -2.67186 -1.78903 0.3 -1.3 -1.9
H -4.98444 -4.18060 -1.62376 1.7 -1.1 -1.7
H -4.89494 -4.81379 -3.42873 1.8 0.4 2.1
C -0.25225 1.16477 0.67750 -0.3 0.0 0.0
C 1.06551 0.48059 0.44483 0.7 -0.7 -0.2
O 1.14162 -0.68322 0.05859 0.0 0.6 0.5
N 2.20216 1.19842 0.67786 -0.7 -0.5 -0.2
C 2.30446 2.56473 1.13048 0.6 0.0 0.0
H -1.07119 0.47902 0.45383 0.2 0.0 0.0
H -0.33374 1.47060 1.72492 0.0 0.1 -0.2
H -0.34123 2.03561 0.02108 0.0 0.0 0.2
H 3.05541 0.68101 0.50248 -0.2 0.1 0.0
H 2.85905 3.13460 0.37664 -0.1 0.2 0.4
H 2.86654 2.57274 2.07093 -0.2 0.3 -0.2
H 1.33148 3.02896 1.28867 0.1 -0.2 -0.1
C 5.62341 3.63909 3.50208 0.2 -0.2 0.0
C 4.51923 4.64480 3.33454 -0.6 0.5 -0.5
O 3.99408 4.86777 2.24645 0.3 -0.1 0.5
N 4.10360 5.32050 4.44460 0.2 -0.4 -0.6
C 4.60039 5.19042 5.79308 -0.4 0.4 0.2
H 5.85379 3.17706 2.54063 -0.2 0.2 0.1
H 6.52590 4.13452 3.87264 -0.1 -0.2 0.1
H 5.31037 2.85403 4.19696 0.2 0.1 0.0
H 3.35807 5.98256 4.26474 0.2 -0.2 0.0
H 3.76572 4.89496 6.43854 0.3 0.0 0.2
H 4.97441 6.16830 6.11603 0.1 -0.3 0.2
H 5.39885 4.45383 5.87752 -0.2 0.1 -0.1



No. 4
10
Properties=species:S:1:pos:R:3:forces:R:3 method="wB97M-V/def2-TZVPD" gap_ev="7.93 / 7.93" homo_energy_ev="-8.6 / -8.6" relative_energy_kcal_mol=146.67
C -0.27230 -1.00167 -0.13103 2.9 -1.7 -2.1
C 1.64987 0.28719 -0.42337 -1.5 0.0 0.2
O -0.06415 -1.99499 -0.74034 -0.8 2.0 1.6
Si -1.71384 -0.01255 0.60462 -0.6 1.7 0.7
Cl 2.26752 0.10438 -2.09201 -0.5 -0.1 0.7
Cl 1.37202 2.06984 -0.11274 0.2 -1.1 0.0
Cl 2.81109 -0.40113 0.71774 -0.3 0.2 -0.2
H -1.37154 0.69225 1.96553 0.0 -0.8 -1.4
H -3.09895 -0.68071 0.80928 1.3 0.2 -0.5
H -1.57972 0.93737 -0.59768 -0.6 -0.4 0.9